No. 1
ORCA calculation (the ωB97M-V functional and the def2-TZVPD basis) on a 2-piece molecular cluster, C6H17NO overall at a distorted geometry.

Last columns: bonded neighbours and bond lengths (Å).
Element x y z (Å)
1 C 0.25439 2.33493 1.02468  N2 1.478, H8 1.099, H9 1.094, H10 1.070
2 N 0.10606 1.17781 0.11686  C1 1.478, C3 1.456, H11 1.005
3 C 0.04563 -0.15642 0.69757  N2 1.456, C4 1.531, C5 1.569, H12 1.093
4 C -1.26370 -0.36057 1.46379  C3 1.531, H13 1.091, H14 1.091, H15 1.087
5 C 0.25821 -1.20527 -0.44977  C3 1.569, C6 1.517, C7 1.523, H16 1.091
6 C 0.28483 -2.60313 0.13895  C5 1.517, H17 1.088, H18 1.084, H19 1.095
7 C -0.79794 -1.07478 -1.53996  C5 1.523, H20 1.092, H21 1.089, H22 1.101
8 H 1.21254 2.83891 0.83302  C1 1.099
9 H 0.28575 2.05531 2.08191  C1 1.094
10 H -0.50931 3.06108 0.83948  C1 1.070
11 H -0.65448 1.41158 -0.49774  N2 1.005
12 H 0.90223 -0.21376 1.37413  C3 1.093
13 H -2.10312 -0.25282 0.77514  C4 1.091
14 H -1.33646 -1.37160 1.86760  C4 1.091
15 H -1.40097 0.40051 2.22822  C4 1.087
16 H 1.24628 -0.87173 -0.76938  C5 1.091
17 H 0.99401 -2.61785 0.96341  C6 1.088
18 H -0.66640 -2.97200 0.50507  C6 1.084
19 H 0.63840 -3.30590 -0.62203  C6 1.095
20 H -0.51859 -1.59698 -2.45691  C7 1.092
21 H -1.13938 -0.06753 -1.77313  C7 1.089
22 H -1.69147 -1.61852 -1.19556  C7 1.101
23 O 2.29776 2.51491 -1.75047  H24 0.963, H25 0.971
24 H 1.86854 2.53723 -2.61230  O23 0.963
25 H 1.68719 1.95658 -1.24256  O23 0.971

DFT total energy ... -10035.169 eV
Frontier orbital gap ... 9.78 eV
Energy relative to the best compared isomer or geometry (same formula, charge and spin) ... 39.9 kJ/mol
Total charge ... 0
SMILES string ... CN[C@@H](C)C(C)C.O
HOMO energy ... -8.883 eV
E_LUMO ... 0.90 eV

natural (NBO) population analysis, charges in e, atoms 1 to 5: number 1, C, carries -0.419; number 2, N, carries -0.674; number 3, C, carries -0.023; number 4, C, carries -0.640; number 5, C, carries -0.222

=====

No. 2
ORCA calculation (the ωB97M-V functional and the def2-TZVPD basis) on a 3-piece molecular cluster, C6H17NO2 overall at a distorted geometry.

Last columns: bonded neighbours and bond lengths (Å).
Element x y z (Å)
1 C 1.75150 -0.25482 -1.05735  C2 1.367, H8 1.187, H9 1.131
2 C 0.41649 -0.54443 -1.10245  C1 1.367, C3 1.503, C5 1.482
3 C -0.21386 -1.90508 -1.00292  C2 1.503, C4 1.491, H10 1.050, H11 1.209
4 C -0.87367 -2.11007 0.31852  C3 1.491, H12 1.074, H13 1.103, H14 1.171
5 C -0.37460 0.65617 -1.46224  C2 1.482, C6 1.675, H15 1.120, H16 1.153
6 C -0.29188 1.90470 -0.34805  C5 1.675, N7 1.424, H17 1.056, H18 1.179
7 N 0.95375 2.57406 -0.18068  C6 1.424, H19 1.014, H20 1.022
8 H 2.22154 0.82718 -0.92903  C1 1.187
9 H 2.30658 -1.21153 -0.82233  C1 1.131
10 H 0.28795 -2.77594 -1.30554  C3 1.050
11 H -1.07217 -1.66802 -1.82061  C3 1.209
12 H -0.63001 -3.06333 0.75010  C4 1.074
13 H -0.34013 -1.35800 0.92422  C4 1.103
14 H -2.01814 -1.96397 0.12051  C4 1.171
15 H -1.43331 0.42938 -1.74828  C5 1.120
16 H 0.10339 1.11853 -2.40391  C5 1.153
17 H -0.50365 1.42147 0.56633  C6 1.056
18 H -1.15141 2.61764 -0.72727  C6 1.179
19 H 1.13454 3.55847 -0.34475  N7 1.014
20 H 1.60034 2.12874 -0.83476  N7 1.022
21 O 2.14721 0.41311 1.58794  H22 0.997, H23 0.992
22 H 2.35732 0.67111 2.52748  O21 0.997
23 H 1.81628 1.19884 1.08135  O21 0.992
24 O -2.86327 -0.63015 2.59706  H25 0.944, H26 0.875
25 H -2.92049 -0.84217 3.51479  O24 0.944
26 H -2.41029 -1.19189 2.10187  O24 0.875

DFT total energy ... -12079.255 eV
Frontier orbital gap ... 9.53 eV
Energy relative to the best compared isomer or geometry (same formula, charge and spin) ... 358.3 kJ/mol
Total charge ... 0
SMILES string ... C=C(CC)CCN.O.O
HOMO energy ... -8.688 eV
E_LUMO ... 0.84 eV

natural (NBO) population analysis, charges in e, atoms 1 to 5: number 1, C, carries -0.385; number 2, C, carries -0.012; number 3, C, carries -0.423; number 4, C, carries -0.647; number 5, C, carries -0.452

=====

No. 3
ORCA calculation (the ωB97M-V functional and the def2-TZVPD basis) on a 3-piece molecular cluster, C6H17NO2 overall at a distorted geometry.

Last columns: bonded neighbours and bond lengths (Å).
Element x y z (Å)
1 C -1.68309 -1.10300 -0.18135  C2 1.535, H8 1.088, H9 1.089, H10 1.096
2 C -0.54688 -1.47031 0.78337  C1 1.535, C3 1.551, N7 1.444, H11 1.094
3 C 0.83094 -1.37763 0.07796  C2 1.551, C4 1.484, H12 1.091, H13 1.102
4 C 1.28207 0.00447 -0.22049  C3 1.484, C5 1.377, H14 1.086
5 C 1.38239 0.98141 0.74518  C4 1.377, C6 1.471, H15 1.086
6 C 1.90329 2.32591 0.45456  C5 1.471, H16 1.095, H17 1.097, H18 1.089
7 N -0.68312 -2.80584 1.31635  C2 1.444, H19 1.016, H20 1.010
8 H -1.68059 -1.73091 -1.06945  C1 1.088
9 H -2.64536 -1.22539 0.31344  C1 1.089
10 H -1.58518 -0.05369 -0.48093  C1 1.096
11 H -0.54662 -0.76355 1.61897  C2 1.094
12 H 0.84852 -1.96267 -0.84291  C3 1.091
13 H 1.56202 -1.82975 0.76690  C3 1.102
14 H 1.61119 0.18051 -1.24011  C4 1.086
15 H 1.09131 0.77829 1.77121  C5 1.086
16 H 1.17249 3.09764 0.71778  C6 1.095
17 H 2.78259 2.52982 1.07755  C6 1.097
18 H 2.19745 2.48375 -0.58235  C6 1.089
19 H -1.53415 -2.91460 1.86123  N7 1.016
20 H -0.69303 -3.49626 0.57886  N7 1.010
21 H -0.79040 2.18669 -0.05139  O23 0.951
22 H -1.61165 2.05144 1.21390  O23 0.962
23 O -1.38187 2.67116 0.51442  H21 0.951, H22 0.962
24 H -0.34897 -0.40472 -2.35675  O26 0.960
25 H -0.41687 1.15332 -2.67731  O26 0.980
26 O -0.29138 0.25563 -3.05097  H24 0.960, H25 0.980

DFT total energy ... -12073.178 eV
Frontier orbital gap (alpha / beta) ... 8.99 / 4.65 eV
Energy relative to the best compared isomer or geometry (same formula, charge and spin) ... 76.0 kJ/mol
Total charge ... +1
2S+1 ... 2
<S²> ... 0.75
HOMO energy (alpha / beta) ... -13.640 / -13.399 eV
E_LUMO (alpha / beta) ... -4.65 / -8.75 eV

natural (NBO) population analysis, charges in e, atoms 1 to 5: number 1, C, carries -0.626; number 2, C, carries -0.016; number 3, C, carries -0.516; number 4, C, carries 0.068; number 5, C, carries 0.085

=====

No. 4
ORCA calculation (the ωB97M-V functional and the def2-TZVPD basis) on a 3-piece molecular cluster, C6H17NO3 overall at a distorted geometry.

Last columns: bonded neighbours and bond lengths (Å).
Element x y z (Å)
1 C 0.58618 -1.26655 1.49888  C2 1.547, C3 1.527, H9 1.090, H10 1.079
2 C -0.18380 -2.60001 1.34707  C1 1.547, H11 1.086, H12 1.078, H13 1.086
3 C 0.13304 -0.45648 0.28652  C1 1.527, N4 1.367, O8 1.222
4 N 0.93064 -0.69715 -0.79734  C3 1.367, C6 1.454, H14 1.011
5 C 1.31263 1.45258 -1.93749  C6 1.556, H15 1.063, H16 1.085, H17 1.094
6 C 0.82321 -0.01761 -2.07796  N4 1.454, C5 1.556, C7 1.512, H18 1.084
7 C -0.53749 -0.03220 -2.73674  C6 1.512, H19 1.098, H20 1.093, H21 1.096
8 O -0.80429 0.32564 0.22304  C3 1.222
9 H 1.65478 -1.47350 1.55853  C1 1.090
10 H 0.30367 -0.68445 2.36274  C1 1.079
11 H 0.13762 -3.14938 0.46655  C2 1.086
12 H -0.04617 -3.29125 2.16209  C2 1.078
13 H -1.23564 -2.32938 1.33385  C2 1.086
14 H 1.64128 -1.41151 -0.71062  N4 1.011
15 H 1.35324 1.73900 -0.91454  C5 1.063
16 H 2.24159 1.66772 -2.45453  C5 1.085
17 H 0.61866 2.12149 -2.45483  C5 1.094
18 H 1.50984 -0.54746 -2.72834  C6 1.084
19 H -1.06883 -0.99356 -2.72465  C7 1.098
20 H -0.45867 0.31840 -3.76853  C7 1.093
21 H -1.27505 0.64574 -2.29105  C7 1.096
22 H -2.39310 1.20126 1.77526  O24 0.965
23 H -3.01713 0.72466 0.50630  O24 0.969
24 O -3.25823 1.12706 1.35475  H22 0.965, H23 0.969
25 H 1.37641 1.65750 3.14711  O27 0.967
26 H 2.05597 1.30173 1.74597  O27 0.967
27 O 1.33687 1.77346 2.18825  H25 0.967, H26 0.967

DFT total energy ... -14129.798 eV
Frontier orbital gap (alpha / beta) ... 2.71 / 9.79 eV
Energy relative to the best compared isomer or geometry (same formula, charge and spin) ... 0.0 kJ/mol
Total charge ... -1
2S+1 ... 2
<S²> ... 0.75
HOMO energy (alpha / beta) ... 0.780 / -6.396 eV
E_LUMO (alpha / beta) ... 3.49 / 3.40 eV

natural (NBO) population analysis, charges in e, atoms 1 to 5: number 1, C, carries -0.770; number 2, C, carries -0.628; number 3, C, carries 0.678; number 4, N, carries -0.662; number 5, C, carries -0.662